C28H52BrEuN10O2 as an isolated structure at a distorted geometry. Source: OMol25; level of theory: wB97M-V/def2-TZVPD.

Geometry (Å):
Eu -0.4555 0.0675 -0.5849
H -1.1815 -2.7071 -1.7683
H 3.1088 -6.0607 -1.2212
H 0.5503 0.7177 5.8833
H -3.8362 5.2173 0.4800
C 3.1101 1.7611 2.7661
H -0.3810 -1.9685 2.5001
H -5.7058 3.3515 -0.1220
C -0.8527 -3.1854 -0.8330
C 0.9650 0.5253 2.7311
H -1.0938 -0.7451 3.5920
H 0.4262 1.9309 0.7036
H -3.2331 1.9526 -3.1672
H 4.0742 -2.9387 1.2556
N -3.0619 3.2335 0.1943
H -1.4457 -3.3524 1.2311
H 0.1338 -6.3100 -0.5284
H 4.7429 -3.4150 -0.3088
H -1.6953 3.5586 1.7794
C -0.8598 -0.9743 2.5459
H -3.3288 3.0239 2.2763
H -5.7401 4.2419 -1.7168
H -3.8361 -2.1667 -0.7725
C 0.8652 1.1670 -2.8146
C 4.4567 1.6208 -4.0758
C 2.8753 -1.3998 -0.6184
N 0.4381 -2.6484 -0.4199
H -4.3241 -1.3342 0.7060
C 0.8078 -5.7255 0.0895
N 1.7570 1.5198 2.2383
N -2.2236 -1.5469 0.4309
H 1.5896 -1.9766 3.5236
C -3.5885 -1.3149 -0.1251
N 1.1795 0.0781 4.0347
H -3.4038 4.7712 -1.1746
C 1.3683 2.3135 1.0773
C -2.5397 2.9147 1.5021
C -3.1246 4.6384 -0.1233
H 3.6522 4.8642 -3.7217
H 1.1105 2.0201 4.8295
H 3.1300 -0.0617 -3.8382
H -2.7780 -3.5529 0.0641
H 3.0800 2.6470 3.4266
C -2.2021 -1.0632 1.8548
H 2.2239 -1.3871 5.0765
H 2.3635 -0.8038 0.1426
N 2.7411 -2.8211 -0.3577
H -0.8621 -4.2660 -1.0225
C 3.8471 -3.4450 0.3189
H -2.2141 1.8627 1.5635
C -5.6564 3.2673 -1.2180
H -2.8873 -1.7306 2.4432
H -2.6751 -0.0761 1.8376
C 1.3930 -1.3214 4.3888
N -2.9658 1.0501 -0.4938
C 3.5375 3.7846 -3.7312
C -4.2597 2.2539 -3.0205
C 1.3097 1.0014 5.1476
C 2.4148 -5.3647 -1.6814
H 1.4569 3.8599 -3.2385
O 0.7861 -0.1348 -2.8295
H 3.4836 0.9170 3.3360
H 0.2206 -5.2037 0.8705
C -1.8783 -2.9675 0.2948
C -3.8053 -0.0698 -0.9475
C 1.5072 -3.4023 -0.4829
H 1.2255 3.3404 1.3919
C 2.2926 3.2038 -3.4413
H -3.5403 -0.3135 -2.0063
N -0.0184 0.0861 1.9615
H 2.0994 2.2364 0.2794
H 3.6519 -4.5050 0.5343
H 2.2756 0.9328 5.6039
H -4.8826 0.2419 -0.9405
H 1.4977 -6.4177 0.5930
N -4.4183 2.6067 -1.6274
C 2.1002 1.8218 -3.4158
H 0.5481 -1.7267 4.9394
H -4.5165 3.1148 -3.6165
H -6.5179 2.6969 -1.5820
H 2.4645 -1.1662 -1.5978
N 1.5171 -4.7619 -0.7241
H 5.3082 1.0071 -4.3279
O -0.0047 1.8989 -2.1611
C 3.2302 1.0326 -3.7740
C -3.4802 2.2589 -0.6567
H -4.9126 1.4343 -3.3294
H 3.9571 -1.1377 -0.6049
C 4.6501 3.0287 -4.1297
H 1.8427 -5.8983 -2.4527
H 3.7948 1.9738 1.9390
H 2.9895 -4.5993 -2.2062
Br 6.3378 3.8759 -4.8189
H -2.1023 5.0430 -0.0070

Atoms 1-2, force components in eV/Å:
0.06 -0.47 -0.47
-0.05 0.07 0.15

Values from the calculation:
Charge: +1
Energy relative to the best compared isomer or geometry (same formula, charge and spin) in kcal/mol: 0.00
LUMO energy (spin up / spin down) in eV: -1.72 / -1.72
Spin multiplicity: 8
Expectation value of S²: 15.759
Electronic energy in a.u.: -5080.34318
Orbital gap (spin up / spin down) in hartree: 0.2742 / 0.3349

Here are the Mulliken charges for atoms 1 to 4, given in e: atom 1 (Eu): 0.8526, atom 2 (H): 0.1823, atom 3 (H): 0.3813, atom 4 (H): 0.4008